C66H62BCaN7O2P2SSi | the ωB97M-V functional and the def2-TZVPD basis

XYZ file:
```
143
Properties=species:S:1:pos:R:3:forces:R:3:mulliken_charge:R:1
C -1.322800 -5.546300 -2.823200 0.1 0.2 0.0 -1.13
C -5.657100 1.166300 -0.540700 0.0 0.0 0.0 -1.10
C -1.672400 1.150600 3.039400 0.1 -0.6 -0.1 -0.20
C 2.221100 1.281200 -3.221700 0.1 -0.7 0.8 -0.05
C 3.525700 -2.352000 -1.671700 0.1 0.7 -0.4 -0.69
C -0.227600 1.083200 -5.023800 0.1 -0.1 -0.4 -0.69
C -0.248300 -3.431600 -2.536300 0.0 0.1 0.1 -0.34
H -0.534500 -5.756900 4.112800 0.0 0.0 0.0 0.47
N 2.123400 -0.935900 0.788700 -0.1 -1.3 0.2 0.20
H 3.207600 5.926400 -0.659900 0.1 0.0 -0.1 0.46
H 2.655900 4.481500 3.358800 0.0 0.1 0.0 0.44
H 1.817900 3.762700 -4.125900 0.0 0.0 -0.1 0.43
C -0.354800 -3.642500 3.854300 0.0 0.1 0.0 0.07
H 3.788900 -1.226300 -5.371700 0.1 0.1 -0.1 0.35
H 3.921400 1.451200 -4.517500 0.2 0.1 -0.1 0.33
H -3.473500 -2.204600 -0.843100 0.0 -0.1 0.1 0.42
C 1.125700 6.154700 -0.245100 -0.1 0.1 0.0 -0.85
P -1.850900 0.030400 -1.618400 -0.8 0.1 -1.4 2.80
C -0.150100 1.038700 -3.529800 -0.3 0.1 0.2 0.73
C 3.794900 -1.700800 1.963900 0.0 -0.2 0.0 -0.98
H 0.931300 -2.658200 0.773700 -0.1 0.0 0.0 0.46
B 4.073800 0.663500 0.981400 -0.1 0.0 0.0 -0.22
C -0.801000 -4.782100 4.497000 0.0 -0.1 0.0 -0.71
C -2.935900 -1.114100 -2.605400 0.3 -0.1 0.2 0.61
C -3.192000 -6.144600 0.335600 0.0 -0.2 -0.4 -0.90
S -1.580000 0.400900 1.382600 -2.1 0.3 1.1 1.34
H 0.396500 -2.642900 -2.907600 0.0 0.1 -0.1 0.75
C 3.357000 0.716600 5.106500 0.1 0.1 0.0 -0.68
H -4.888100 -3.820000 -2.040200 -0.1 -0.1 0.0 0.44
P 0.044800 -0.965900 3.395500 0.1 -0.1 1.1 3.18
H -6.607500 1.306500 -1.036100 -0.1 0.1 0.0 0.44
H -2.837100 2.877700 2.556000 0.0 0.1 -0.1 0.66
C -4.404000 -3.023200 -2.586800 -0.1 -0.1 0.1 -0.61
C -4.360800 0.980000 1.474900 -0.2 0.0 0.2 -0.39
H 2.137400 -1.287200 -4.816900 -0.2 0.0 0.0 0.21
C -1.940300 -3.414800 6.104800 -0.1 -0.1 0.1 -0.70
C -1.595200 3.643600 -3.643900 -0.3 0.4 -0.2 -1.01
C -2.698700 -6.363300 -0.923900 -0.2 -0.2 0.2 -0.96
C -2.057500 2.534300 -2.952000 -0.2 -0.7 -0.3 -0.81
C -4.588200 -2.897300 -3.955400 -0.1 0.0 -0.1 -0.89
C -3.592800 -2.129100 -1.916200 0.0 0.0 -0.1 -0.43
C -1.597900 2.144400 5.614800 0.1 -0.1 0.0 -0.94
O -0.687000 1.318100 0.641200 -0.1 1.2 0.1 -0.31
H 5.154600 0.612300 1.479900 0.3 0.0 0.1 -0.20
H -1.929900 -5.555800 6.142600 0.0 -0.1 0.1 0.40
H -6.468700 1.356100 1.433200 0.0 0.0 0.1 0.45
H -1.552100 -6.436800 -3.395300 0.0 0.0 0.0 0.40
H -1.305900 -2.145500 0.586400 -0.1 0.0 0.1 -1.80
H -3.844400 -6.873600 0.797100 0.0 0.0 0.0 0.41
H -1.593600 2.526500 6.625200 0.1 0.0 0.1 0.44
N 2.571300 0.385500 -2.357900 -0.4 0.7 -0.3 0.27
H -3.283500 -4.818300 2.028200 0.0 0.0 0.1 0.53
H 3.960000 -2.124900 -0.708400 0.1 0.0 0.3 0.05
C -3.955700 -1.878300 -4.646800 -0.1 -0.1 -0.1 -0.65
C -0.120200 5.553100 -0.258000 0.1 0.0 0.0 -1.02
Ca 1.116300 0.697400 -0.310900 0.6 -1.6 -0.6 2.49
C 2.236100 5.456700 -0.694000 0.0 0.0 0.0 -0.84
H 0.612100 3.488200 1.854400 -0.1 0.0 -0.1 0.52
C -1.505300 -2.271900 5.453300 0.0 0.0 0.0 -0.98
H 5.636300 0.674800 -3.332300 0.0 0.1 -0.1 0.40
H -0.986600 6.100700 0.089500 0.0 0.0 0.0 0.48
H 4.982200 -0.230500 6.134000 0.1 0.0 0.0 0.39
C 2.140300 0.540400 4.473100 -0.1 -0.1 0.0 -0.64
C -0.518700 -4.561200 -3.328900 -0.2 -0.3 0.0 -1.25
C 2.873200 -2.729500 1.880300 -0.1 0.0 -0.1 -0.88
H -1.815000 -1.306400 5.826200 0.0 0.0 0.0 0.39
C 3.154700 -1.579700 -4.564900 0.1 0.4 0.6 -1.21
H 0.491900 1.276900 -6.952800 -0.1 0.0 0.0 0.39
H 2.961700 -3.718000 2.287400 0.0 -0.1 0.1 0.59
C -3.222000 0.784100 0.710900 0.2 -0.3 0.0 -0.22
C 0.888300 3.332200 -3.784100 0.2 -0.1 0.2 -0.84
C -0.258600 4.256300 -0.722800 0.0 -0.5 0.0 -0.12
H -2.209000 -2.626300 1.987500 0.0 0.1 -0.1 0.41
N 3.314900 -0.645900 1.301400 0.9 -0.3 0.5 0.31
C -1.861000 -5.403500 -1.526300 0.1 0.4 0.2 1.31
C 2.105000 4.164600 -1.173600 -0.1 -0.2 0.1 0.24
H 2.496100 -2.654900 -1.512900 -0.2 0.0 0.0 -0.03
H -0.198800 4.893300 -4.604100 0.0 0.1 0.0 0.38
C -4.531300 0.896000 -1.295200 0.1 0.0 0.2 0.06
H -2.553500 -3.326200 6.991700 -0.1 0.0 0.0 0.42
N -0.731300 -3.258800 -1.334900 0.3 0.1 0.1 0.50
H -4.613800 0.794400 -2.368800 0.0 0.0 0.0 0.65
C 2.843000 1.437100 -4.519400 0.2 0.3 -1.0 -1.29
H 1.831300 -2.804800 4.851100 0.0 -0.1 0.0 0.40
H -5.245200 -3.579600 -4.474900 0.0 -0.1 -0.1 0.41
H 4.102900 0.803700 -0.209500 0.0 0.0 -0.3 -0.17
C 1.569100 -0.727400 4.389900 0.0 0.0 -0.1 0.21
C 2.664700 3.628200 2.708300 0.0 0.0 0.0 -1.80
C -3.296900 0.688300 -0.678600 0.3 0.1 0.2 -1.02
H -0.346900 0.474000 6.078200 0.1 0.0 0.0 0.60
C -0.915400 0.978100 5.308500 -0.1 0.2 0.0 0.01
H -1.209700 0.900300 -5.435300 -0.1 0.0 0.0 0.44
H -1.223300 3.769200 -0.729500 0.0 -0.1 -0.1 0.24
C -5.577600 1.193400 0.844600 0.0 -0.1 0.0 -1.14
H -2.332200 4.416600 -3.840000 0.0 0.0 0.1 0.32
H 3.982600 -2.484500 5.985600 0.0 -0.1 0.0 0.43
C -3.131400 -0.993000 -3.973800 0.2 0.1 0.1 -0.41
H 1.222800 7.168400 0.115300 0.1 0.1 0.0 0.39
H 5.876400 -0.231100 -1.863700 0.1 0.0 0.2 0.28
H -3.051900 2.625200 -2.524100 0.0 0.1 0.1 0.24
H 0.251500 -3.724300 2.964500 0.1 0.0 -0.1 0.21
H 6.111300 -1.014500 -3.425600 0.1 -0.2 -0.1 0.44
C -0.937800 0.472000 4.010700 0.0 -0.3 -0.2 -0.96
C -1.449300 1.294800 -2.845000 0.1 0.0 0.7 0.50
N -1.697800 -2.879100 1.159200 0.0 0.1 -0.2 1.39
C -2.880100 -4.977600 1.038500 0.1 0.4 0.1 -0.37
H -2.652800 -0.183700 -4.506400 0.0 0.0 0.0 0.05
C -2.060700 -4.012300 0.489100 -0.1 -0.3 0.2 -0.01
C -2.272400 2.840400 4.623900 0.0 0.0 -0.2 -1.13
H 4.064500 -3.197900 -2.087200 0.1 -0.2 -0.2 0.58
H -0.093400 -4.638500 -4.318100 0.0 0.0 -0.1 0.53
H 4.753000 -1.671900 2.445100 0.1 0.1 0.1 0.48
C -1.528800 -4.217200 -0.820000 -0.1 -0.6 -0.2 -0.19
H -4.310200 0.946000 2.554300 0.0 0.1 0.0 0.66
Si 3.678700 -0.879500 -2.849600 0.8 -1.2 -0.4 0.72
C 3.469100 -1.633500 5.560100 0.1 0.0 0.0 -0.77
C 5.500300 -0.302500 -2.879200 -0.8 -0.1 0.1 -1.35
C 2.170100 1.512000 -5.681800 0.7 -0.1 0.5 -0.71
H -4.105200 -1.770700 -5.712900 0.0 0.0 0.0 0.44
C 4.028200 -0.369300 5.645500 0.0 0.0 0.1 -0.81
H -2.950300 -7.261700 -1.469300 0.0 -0.1 0.0 0.43
H 1.628600 1.393400 4.046000 0.0 0.1 -0.1 0.38
C 3.716100 2.767200 2.448600 0.0 0.3 0.2 -0.51
C 2.253300 -1.813700 4.926100 -0.1 0.1 0.1 -0.65
C -2.306900 2.345500 3.330300 -0.2 0.2 -0.1 -0.33
N 3.291700 1.832900 1.596100 0.8 0.3 0.4 -0.20
O 0.692300 2.262800 -1.614500 -0.1 1.3 -1.3 0.80
C 1.833600 -2.190400 1.127300 0.4 -0.2 0.0 -0.99
H 4.720200 2.779600 2.824600 0.2 -0.1 0.0 0.63
C -0.689100 -2.375000 4.333400 0.0 0.1 -0.3 0.51
H 3.199000 -2.666200 -4.561500 0.0 -0.2 0.1 0.47
H -2.771900 3.769600 4.856800 0.0 0.0 0.0 0.45
H 3.784600 1.706800 5.175100 0.0 0.1 0.0 0.48
C 0.852300 3.558800 -1.185300 0.0 1.4 0.5 0.55
C 1.618400 3.121000 1.943200 0.0 0.2 0.4 -0.58
H 0.170700 0.020700 -3.243600 0.1 0.1 -0.2 -0.43
C 0.759900 1.301700 -5.902100 -0.7 -0.2 -0.2 -1.03
N 2.022100 2.043400 1.279700 -0.4 0.4 0.3 1.04
H 2.743400 1.633000 -6.594800 0.2 0.0 0.1 0.43
C 0.963800 2.059600 -3.024200 -0.4 0.8 -1.1 1.00
C -0.281500 3.966000 -4.048300 0.2 0.0 0.2 -1.08
C -1.587000 -4.668200 5.632400 0.0 0.0 0.0 -0.93
H 2.971500 3.608900 -1.517400 0.0 0.0 0.0 0.32
```
Forces are in eV/Å.

The calculation puts the HOMO-LUMO gap at 5.65 eV. Its net charge is 0. As for the lowest unoccupied orbital energy: -0.04 eV. The total energy is -140382.1144 eV. The calculation puts the HOMO energy at -5.7 eV.